Formula: C5H9NO
Source: the Open Molecules 2025 dataset
Level of theory: ωB97M-V with the def2-TZVPD basis set

Calculated values
- HOMO-LUMO gap (eV) = 9.7
- charge = 0
- DFT total energy (hartree) = -325.82499
- energy relative to the best compared isomer or geometry (same formula, charge and spin) (eV) = 3.063

Geometry as XYZ:
```
16
C5H9NO ωB97M-V with the def2-TZVPD basis set
O -2.24754 0.16740 2.02316
C -1.34076 -0.26097 1.40361
C -0.68142 0.71754 0.43983
C -0.74409 0.14985 -0.94517
C 0.66306 -0.64329 -1.14684
C 1.44812 -0.16774 0.10516
N 0.73473 0.78354 0.92880
H -0.89122 -1.26133 1.33914
H -1.07486 1.77113 0.40865
H -1.61888 -0.71205 -0.92685
H -0.78841 0.91678 -1.81395
H 0.47846 -1.76869 -1.32739
H 1.19125 -0.46013 -2.06393
H 2.49133 0.07155 -0.03613
H 1.24987 -1.10161 0.65550
H 1.13037 1.79801 0.95641
```

Atomic partial charges in e from the Löwdin method, atoms 1 to 5:
1 O 0.089
2 C -0.253
3 C -0.358
4 C -0.139
5 C -0.169

***

Formula: C5H9NO
Source: the Open Molecules 2025 dataset
Level of theory: ωB97M-V with the def2-TZVPD basis set

Calculated values
- HOMO-LUMO gap (eV) = 9.2
- charge = 0
- DFT total energy (hartree) = -325.81474
- energy relative to the best compared isomer or geometry (same formula, charge and spin) (eV) = 3.342

Geometry as XYZ:
```
16
C5H9NO ωB97M-V with the def2-TZVPD basis set
C -0.60598 -1.27105 -0.84401
C -0.15274 -0.00360 -0.11015
C -1.22630 0.42734 0.99934
C 0.86539 -0.16147 0.89192
O 2.31764 0.46975 -0.38142
C 1.47536 1.14608 -1.10765
N 0.18320 1.06051 -1.02934
H -1.42078 -1.01869 -1.53175
H -0.95960 -2.03986 -0.14577
H 0.21171 -1.69224 -1.43926
H -1.43313 -0.29326 1.81359
H -0.99924 1.40651 1.43815
H -2.10719 0.50326 0.38334
H 1.14464 0.71344 1.45124
H 0.83672 -1.10495 1.46405
H 1.87030 1.85824 -1.85229
```

Atomic partial charges in e from the Löwdin method, atoms 1 to 5:
1 C -0.026
2 C -0.645
3 C -0.025
4 C 0.139
5 O -0.063

***

Formula: C5H9NO
Source: the Open Molecules 2025 dataset
Level of theory: ωB97M-V with the def2-TZVPD basis set

Calculated values
- HOMO-LUMO gap (eV) = 9.0
- charge = 0
- DFT total energy (hartree) = -325.79325
- energy relative to the best compared isomer or geometry (same formula, charge and spin) (eV) = 3.927

Geometry as XYZ:
```
16
C5H9NO ωB97M-V with the def2-TZVPD basis set
C -1.55641 -1.25933 -0.17217
C -0.40820 -0.28147 -0.37163
C -0.68860 1.23375 -0.11566
C 0.74973 1.43530 0.43477
C 0.85940 -0.06275 0.42914
N 1.92740 -0.78256 0.29312
O 3.12264 -0.46500 0.52203
H -2.32598 -0.97150 -0.90095
H -2.01474 -1.25674 0.82040
H -1.25097 -2.28038 -0.42528
H -0.00345 -0.55566 -1.36321
H -1.00447 1.83991 -0.96719
H -1.42214 1.36021 0.69214
H 0.86292 1.97204 1.38063
H 1.44243 1.87497 -0.29528
H 1.73235 -1.72771 -0.08403
```

Atomic partial charges in e from the Löwdin method, atoms 1 to 5:
1 C -0.068
2 C -0.303
3 C -0.122
4 C -0.088
5 C -0.202

***

Formula: C5H9NO
Source: the Open Molecules 2025 dataset
Level of theory: ωB97M-V with the def2-TZVPD basis set

Calculated values
- HOMO-LUMO gap (eV) = 10.7
- charge = 0
- DFT total energy (hartree) = -325.86508
- energy relative to the best compared isomer or geometry (same formula, charge and spin) (eV) = 1.972

Geometry as XYZ:
```
16
C5H9NO ωB97M-V with the def2-TZVPD basis set
C -1.37336 -0.01170 1.28595
C -1.24953 0.10463 -0.21441
N -0.84305 1.40963 -0.74257
C 0.04290 0.26173 -0.91862
C 1.36662 0.26125 -0.19919
C 1.90671 -1.13874 -0.03851
O 1.31156 -2.13683 -0.37455
H -0.82264 0.79631 1.77616
H -2.42178 0.07544 1.59022
H -0.99380 -0.97512 1.64486
H -2.00355 -0.44799 -0.77540
H -1.32899 1.62456 -1.60836
H 0.09198 -0.18572 -1.91114
H 1.28225 0.71566 0.79694
H 2.11851 0.86302 -0.73028
H 2.91615 -1.21613 0.41889
```

Atomic partial charges in e from the Löwdin method, atoms 1 to 5:
1 C -0.057
2 C -0.328
3 N 0.054
4 C -0.308
5 C -0.122

***

Formula: C5H9NO
Source: the Open Molecules 2025 dataset
Level of theory: ωB97M-V with the def2-TZVPD basis set

Calculated values
- HOMO-LUMO gap (eV) = 10.3
- charge = 0
- DFT total energy (hartree) = -325.88576
- energy relative to the best compared isomer or geometry (same formula, charge and spin) (eV) = 1.409

Geometry as XYZ:
```
16
C5H9NO ωB97M-V with the def2-TZVPD basis set
C 1.96649 -0.33659 0.35072
C 0.94997 0.52791 -0.37812
C -0.14122 -0.19326 -1.19635
N -1.18289 0.51031 -0.41178
C -2.06347 -0.28520 0.43128
C -0.21218 1.09930 0.41960
O -0.34895 1.70815 1.44831
H 1.50613 -1.19939 0.84847
H 2.50159 0.24479 1.10598
H 2.69312 -0.71977 -0.37285
H 1.43396 1.34018 -0.91884
H -0.15585 0.03064 -2.26679
H -0.17760 -1.28157 -1.05706
H -1.47017 -0.57346 1.31351
H -2.90724 0.31477 0.76843
H -2.39167 -1.18681 -0.08452
```

Atomic partial charges in e from the Löwdin method, atoms 1 to 5:
1 C -0.052
2 C -0.245
3 C -0.109
4 N -0.077
5 C -0.060

***

Formula: C5H9NO
Source: the Open Molecules 2025 dataset
Level of theory: ωB97M-V with the def2-TZVPD basis set

Calculated values
- HOMO-LUMO gap (alpha / beta) (eV) = 8.5 / 8.6
- charge = 0
- DFT total energy (hartree) = -325.76203
- energy relative to the best compared isomer or geometry (same formula, charge and spin) (eV) = 4.776

Geometry as XYZ:
```
16
C5H9NO ωB97M-V with the def2-TZVPD basis set
C 0.88746 -0.48032 1.29946
C 0.87772 0.89169 -0.75003
C -0.00459 0.07133 -1.59583
N -1.01949 0.51227 -0.71020
C -1.71392 -0.56094 0.03801
C 0.69504 0.88066 0.70008
O 0.56418 1.89351 1.36335
H 0.15126 -0.65621 2.08020
H 1.89110 -0.41578 1.72418
H 0.87684 -1.28336 0.55630
H 1.46487 1.70897 -1.18897
H -0.12759 0.63278 -2.52238
H 0.17187 -0.99196 -1.76224
H -1.24745 -1.55884 0.04552
H -1.97718 -0.30084 1.07035
H -2.66739 -0.65661 -0.50486
```

Atomic partial charges in e from the Löwdin method, atoms 1 to 5:
1 C -0.030
2 C 0.035
3 C -0.260
4 N -0.006
5 C -0.121

***

> Which value of DFT total energy does entry 2 give?

-325.81474 hartree

***

> Among the records above, which one has the lowest DFT total energy?

number 5

***

> Which value of DFT total energy does entry 6 give?

-325.76203 hartree

***

> Which formula does entry 4 have?

C5H9NO